{
  "formula": "C6H12O2",
  "method": "the ωB97M-V functional and the def2-TZVPD basis",
  "e_homo_ev": -7.216,
  "orbital_gap_ha": 0.2934,
  "energy_ev": -10506.7323,
  "relative_energy_ev": 5.575,
  "elements": ["C", "C", "C", "C", "C", "C", "O", "O", "H", "H", "H", "H", "H", "H", "H", "H", "H", "H", "H", "H"],
  "coordinates": [[-1.952, 0.385, 0.869], [1.058, 1.182, 0.724], [1.643, -0.490, -1.067], [-0.425, -1.272, 1.014], [-0.619, 0.475, -1.051], [0.532, 0.212, -0.318], [-1.794, 0.644, -0.479], [-0.705, 0.188, -2.376], [-1.621, -0.056, -2.576], [-1.447, 1.073, 1.531], [-3.004, 0.211, 1.073], [1.562, 0.640, 1.528], [0.296, 1.813, 1.171], [1.796, 1.839, 0.256], [1.264, -1.288, -1.705], [2.362, -0.908, -0.361], [2.185, 0.215, -1.705], [-0.618, -1.249, 2.080], [-1.099, -1.953, 0.503], [0.585, -1.662, 0.889]]
}